Entry 1:
23
Properties=species:S:1:pos:R:3:forces:R:3:lowdin_charge:R:1 method="wB97M-V/def2-TZVPD" charge=-1 e_homo_ev="-3.202 / -3.701" spin_multiplicity=3 orbital_gap_ev="6.49 / 6.82" e_above_lowest_kcal_mol=22.81 e_lumo_ev="3.29 / 3.12"
C 0.176654 -1.311246 -1.832810 -0.3 -1.1 0.4 -0.260
C -1.125699 -1.218063 -1.207532 0.5 -1.7 0.5 -0.227
C -1.055295 -1.889676 0.058431 0.5 0.0 -2.0 -0.153
C 0.277191 -2.356617 0.254768 -0.2 0.4 -1.6 -0.135
C 1.041069 -2.017756 -0.899499 -1.6 -1.1 -0.6 -0.214
V 0.488227 0.201506 -0.397405 1.0 -0.8 0.9 0.630
C -1.297563 1.693015 -0.827786 -0.4 2.3 2.2 -0.182
C -0.453657 2.358443 -1.674012 1.5 0.3 -1.1 -0.171
C 0.411898 2.881715 -2.579006 0.3 -0.6 0.5 -0.052
N 2.293791 0.076924 -0.505055 -0.6 2.3 0.2 -0.267
H -1.902245 -2.172333 0.658987 0.0 0.6 0.4 0.095
H -2.020514 -0.849266 -1.674273 -0.1 0.1 0.0 0.082
H 0.607536 -2.951785 1.092992 0.2 0.3 0.1 0.096
H 2.011231 -2.445357 -1.143854 -0.1 0.8 0.3 0.098
H 0.430136 -0.972390 -2.832296 0.0 -0.2 0.2 0.095
H -2.235330 1.283497 -1.157257 0.2 -0.9 -0.7 0.042
H 2.810600 0.970122 -0.679609 -0.3 -0.4 0.1 -0.111
H -1.550789 2.012791 0.312341 1.2 -0.1 -2.8 0.113
H 0.475219 3.479953 -3.542961 -1.9 0.0 1.4 0.055
H 1.488766 2.702025 -2.495397 -0.2 -1.0 0.6 0.026
S -0.155047 0.101871 4.196993 0.1 -0.4 3.0 0.523
C -0.312291 0.139705 2.656324 -0.4 1.3 -7.9 -0.995
N -0.403689 0.282823 1.434617 0.6 -0.1 6.1 -0.086

---

Entry 2:
22
Properties=species:S:1:pos:R:3:forces:R:3:lowdin_charge:R:1 method="wB97M-V/def2-TZVPD" charge=+1 e_homo_ev="-13.615 / -13.615" spin_multiplicity=1 orbital_gap_ev="8.99 / 8.99" e_above_lowest_kcal_mol=62.22 e_lumo_ev="-4.63 / -4.63"
C -0.134342 2.179139 -0.241383 -0.7 -1.4 -1.7 0.113
C 0.273390 -0.232816 -0.008429 -2.3 -2.1 -2.7 -0.561
C -1.942631 -1.341943 -2.706803 -1.3 0.9 -0.2 -0.069
C 2.641398 0.972691 1.698792 -2.7 0.9 1.7 -0.109
C -0.605550 -0.754613 -2.351054 0.8 -0.6 -1.2 -0.245
C 1.484585 0.217319 2.517576 -0.7 1.5 -1.0 -0.445
N 0.451937 1.063855 -0.133357 0.0 0.1 0.2 0.020
N -0.193430 -1.113644 -1.045602 2.6 0.3 5.5 0.007
S 0.518018 -0.993935 1.513681 0.2 0.2 0.3 1.046
H 0.518785 3.034329 -0.225281 -0.2 0.6 0.1 0.098
H -1.201696 2.223226 -0.630215 1.0 0.3 1.2 0.136
H -2.660671 -1.093959 -1.947279 -0.4 0.6 0.5 0.074
H -2.310791 -0.873454 -3.617982 0.1 0.0 -0.1 0.089
H -2.143468 -2.391101 -2.806293 1.1 -0.8 -0.2 0.079
H 2.870797 0.364333 0.815280 1.0 0.2 0.7 0.070
H 2.171440 1.923120 1.328447 0.7 -0.9 0.3 0.056
H 3.328580 1.288598 2.524767 0.3 -0.7 -1.4 0.098
H 0.172658 -1.036127 -3.111640 -0.6 0.4 0.7 0.148
H -0.652907 0.310699 -2.224596 -0.3 0.7 -1.0 0.100
H 0.751096 0.881979 3.067696 0.8 -0.4 -1.0 0.097
H 1.869901 -0.395100 3.294981 0.6 -0.8 0.5 0.048
H -0.096314 -2.094042 -0.694050 -0.2 1.0 -1.1 0.149

---

Entry 3:
16
Properties=species:S:1:pos:R:3:forces:R:3:lowdin_charge:R:1 method="wB97M-V/def2-TZVPD" e_homo_ev=-8.724 spin_multiplicity=1 smiles="C[C@@]12C[C@H]1NN=CO2" orbital_gap_ev=9.71 e_above_lowest_kcal_mol=108.19 e_lumo_ev=0.98
C -0.631528 -0.931627 1.155355 1.5 1.0 0.0 -0.006
C -0.486518 -0.435478 -0.301676 -0.1 0.9 1.2 -0.452
C -1.545187 0.533052 -0.670513 1.9 -0.6 -1.9 0.012
C -0.123242 1.052330 -0.596703 -0.3 -0.7 1.8 -0.193
N 0.833411 1.304538 0.454123 -0.7 1.1 -0.2 -0.034
N 1.819924 0.382806 0.199351 2.2 0.2 0.1 0.020
C 1.681803 -0.662336 -0.498728 -1.3 -0.7 -0.4 -0.165
O 0.448487 -1.188279 -1.022215 0.3 0.0 0.3 -0.022
H -1.084409 -1.886146 1.134955 -0.7 -1.1 -0.1 0.069
H -1.156666 -0.294284 1.863164 -0.4 0.3 -0.5 0.086
H 0.331118 -1.051651 1.669478 0.0 -0.1 -0.4 0.080
H -2.310751 0.663870 0.005705 -1.4 0.4 1.3 0.086
H -1.779318 0.518238 -1.697857 -0.9 0.3 -1.0 0.101
H 0.351742 1.124801 -1.570649 -0.3 0.0 -0.1 0.141
H 1.206957 2.278322 0.588225 -0.2 -1.7 -0.4 0.147
H 2.444178 -1.408154 -0.712009 0.3 0.6 0.3 0.130

---

Entry 4:
8
Properties=species:S:1:pos:R:3:forces:R:3:lowdin_charge:R:1 method="wB97M-V/def2-TZVPD" e_homo_ev=-11.678 spin_multiplicity=1 smiles=FC(F)F.O orbital_gap_ev=12.23 e_above_lowest_kcal_mol=1.71 e_lumo_ev=0.55
F -0.674648 0.253057 -1.492342 -1.1 -0.5 0.2 0.149
C 0.489630 -0.109907 -1.954784 2.7 0.9 -0.3 -0.502
F 0.445892 -1.216165 -2.721874 -0.5 0.4 0.7 0.109
F 0.947114 0.901142 -2.733386 -0.3 0.0 -0.6 0.076
H 1.273380 -0.136340 -1.170623 -0.8 -0.9 0.0 0.168
O -1.080017 0.393178 3.470002 0.8 -0.9 -0.4 -0.090
H -0.144492 0.268884 3.748574 -1.0 0.1 -0.3 0.046
H -1.256860 -0.353850 2.854433 0.2 0.8 0.7 0.044